1 | Here is C20H32F6HfN6O5S2Si as an isolated structure from the OMol25 dataset. Energies are from ωB97M-V/def2-TZVPD.

Positions of all 73 atoms, in Å:
Hf -0.4461 -0.7317 0.0550
C 3.3389 -1.6152 0.8594
C 2.5567 -0.7179 1.7686
C 3.1182 -0.1333 2.8839
C 2.3318 0.6801 3.6986
C 1.0000 0.8970 3.4090
C 0.4724 0.2704 2.2821
N 1.2576 -0.4998 1.4848
N -0.8186 0.3078 1.8014
Si -2.2560 0.3047 2.8630
C -1.9216 -0.8739 4.2755
C -3.6234 -0.3090 1.7422
C -2.6281 2.0347 3.4799
H 4.0125 -2.2449 1.4384
H 3.9545 -1.0224 0.1786
H 2.6785 -2.2571 0.2779
H 4.1537 -0.3228 3.1270
H 2.7699 1.1380 4.5760
H 0.3748 1.5157 4.0355
H -1.5978 -1.8534 3.9187
H -2.8360 -1.0266 4.8536
H -1.1683 -0.4954 4.9680
H -3.5710 -1.3835 1.5550
H -3.6499 0.2067 0.7772
H -4.5855 -0.1203 2.2238
H -1.7622 2.5290 3.9227
H -3.3983 1.9830 4.2530
H -3.0159 2.6828 2.6918
F -0.4126 -6.0894 0.2988
C -0.1034 -5.0677 1.0656
F 0.1226 -5.4565 2.2967
F 0.9703 -4.4433 0.5792
S -1.5261 -3.8517 1.0642
O -0.8461 -2.5323 1.1875
O -2.4197 -4.1970 2.0980
N -2.1571 -3.9715 -0.3899
S -1.7229 -2.8613 -1.3746
O -2.2441 -1.5240 -1.0047
O -0.2823 -2.6873 -1.5439
C -2.5140 -3.3712 -2.9795
F -3.8071 -3.4619 -2.8029
F -2.2175 -2.4215 -3.8474
F -1.9929 -4.5181 -3.3413
O -1.0508 0.9677 -1.0535
C -1.5416 2.1235 -1.1651
C -1.6330 3.0686 -0.0204
C -0.5319 4.1334 -0.3395
C 0.6304 3.6852 -1.2612
C 0.3575 3.7006 -2.7824
C -0.5998 2.6168 -3.2905
N -1.7642 2.6263 -2.3803
H -1.4347 2.5393 0.9065
H -2.6136 3.5423 0.0375
H -0.1145 4.4605 0.6119
H -1.0011 5.0129 -0.7847
H 1.0093 2.7045 -0.9489
H 1.4490 4.3839 -1.0865
H 1.3052 3.6140 -3.3188
H -0.0429 4.6825 -3.0513
H -0.1605 1.6213 -3.2546
H -0.9351 2.8063 -4.3071
H -2.2080 3.5368 -2.3523
C 4.0170 -1.5688 -3.1145
N 3.1571 -0.3850 -2.9600
C 3.4352 0.7847 -3.8019
C 2.1762 -0.3912 -2.1246
N 1.2984 -0.3954 -1.3647
H 5.0403 -1.3111 -2.8448
H 3.9871 -1.9011 -4.1510
H 3.6616 -2.3699 -2.4719
H 4.4492 1.1335 -3.6113
H 2.7329 1.5807 -3.5693
H 3.3376 0.5091 -4.8511

Properties
- Highest occupied orbital energy: -0.512 hartree
- Charge: +2
- Kohn-Sham gap: 7.98 eV

Löwdin charges in e: 1.75 -0.02 -0.29 -0.01 -0.01 0.00 -0.42 0.00 -0.20 0.44 -0.14 -0.15 -0.16 0.10 0.09 0.06 0.13 0.13 0.11 0.03 0.05 0.04 0.02 0.03 0.05 0.03 0.05 0.02 0.19 -0.67 0.20 0.14 0.71 -0.44 -0.18 -0.25 0.68 -0.37 -0.34 -0.69 0.21 0.19 0.21 -0.12 -0.41 -0.07 -0.13 -0.17 -0.16 -0.13 0.12 0.08 0.14 0.12 0.12 0.10 0.12 0.11 0.12 0.11 0.13 0.16 0.01 -0.16 0.01 -0.20 0.12 0.11 0.11 0.10 0.11 0.08 0.11

2 | Here is C20H32F6HfN6O5S2Si as an isolated structure from the OMol25 dataset. Energies are from ωB97M-V/def2-TZVPD.

Positions of all 73 atoms, in Å:
Hf 0.2854 -0.5744 -0.5521
C -0.9627 -0.5475 3.2463
C 0.4141 -0.1009 2.8784
C 1.2335 0.5811 3.7580
C 2.4862 1.0255 3.3430
C 2.9370 0.7828 2.0564
C 2.0979 0.0466 1.2391
N 0.8771 -0.3749 1.6393
N 2.3169 -0.3327 -0.0902
Si 3.2905 -1.8054 -0.3129
C 1.9709 -2.9353 -1.0506
C 3.8045 -2.4752 1.3371
C 4.7072 -1.5313 -1.4694
H -0.9940 -0.8550 4.2901
H -1.2963 -1.3712 2.6214
H -1.6647 0.2807 3.1248
H 0.8921 0.7688 4.7660
H 3.1107 1.5716 4.0384
H 3.8935 1.1323 1.6974
H 1.0248 -2.9047 -0.4571
H 2.1895 -4.0032 -0.9783
H 1.7359 -2.7222 -2.0946
H 2.9613 -2.6286 2.0140
H 4.5316 -1.8356 1.8392
H 4.2802 -3.4474 1.1825
H 4.3926 -1.0086 -2.3753
H 5.1728 -2.4727 -1.7675
H 5.4731 -0.9222 -0.9854
F 0.3135 2.5327 -1.6757
C -1.0082 2.6802 -1.8518
F -1.3081 2.4801 -3.1197
F -1.3596 3.8837 -1.4687
S -1.9074 1.4665 -0.7434
O -0.8909 1.1672 0.3097
O -3.1274 2.0863 -0.3891
N -1.9185 0.1412 -1.6252
S -2.4145 -1.3042 -1.0170
O -0.9985 -2.0335 -2.1016
O -1.5515 -1.5634 0.2027
C -1.2068 -3.3663 -2.2896
F -0.3165 -3.8261 -3.1694
F -1.0730 -4.0649 -1.1541
F -2.4323 -3.5905 -2.7639
O 0.9224 -0.1755 -2.4725
C 1.2802 0.0315 -3.6794
C 1.0961 -1.0438 -4.6985
C -0.0168 -0.6757 -5.7001
C 0.4476 0.2708 -6.8029
C 0.9211 1.6404 -6.3238
C 2.1244 1.5994 -5.3905
N 1.7731 1.1936 -4.0162
H 0.8507 -1.9583 -4.1657
H 2.0377 -1.1978 -5.2330
H -0.8672 -0.2508 -5.1569
H -0.3722 -1.6030 -6.1489
H -0.3673 0.4101 -7.5140
H 1.2576 -0.2104 -7.3602
H 0.1075 2.1787 -5.8281
H 1.2022 2.2400 -7.1907
H 2.5781 2.5834 -5.2990
H 2.8967 0.9242 -5.7645
H 1.8608 1.8750 -3.2749
C -7.2524 -1.1897 0.8618
N -6.2791 -0.0965 0.7133
C -6.7318 1.2925 0.8910
C -5.0559 -0.3396 0.3939
N -3.9331 -0.5237 0.1523
H -8.0142 -1.1035 0.0889
H -7.7137 -1.1205 1.8452
H -6.7437 -2.1452 0.7699
H -7.5395 1.4980 0.1906
H -5.9039 1.9696 0.6977
H -7.0841 1.4248 1.9124

Properties
- Highest occupied orbital energy: -0.513 hartree
- Charge: +2
- Kohn-Sham gap: 8.03 eV

Löwdin charges in e: 1.79 -0.01 -0.29 0.00 0.00 0.00 -0.47 0.02 -0.20 0.43 -0.16 -0.14 -0.15 0.10 0.07 0.10 0.13 0.13 0.13 0.02 0.08 0.02 0.04 0.05 0.05 0.03 0.05 0.04 0.12 -0.67 0.18 0.20 0.67 -0.37 -0.21 -0.43 1.05 -0.28 -0.53 -0.80 0.17 0.16 0.17 -0.17 -0.37 -0.07 -0.15 -0.19 -0.17 -0.12 0.15 0.10 0.14 0.12 0.13 0.12 0.13 0.12 0.13 0.13 0.13 0.15 0.01 -0.16 0.02 -0.17 0.08 0.10 0.10 0.10 0.11 0.09 0.10

Which of them is most stable, and which least? Most stable: 1; least stable: 2.

1 | Here is a single C2H5ClO3 molecule from the OMol25 dataset. Energies are from ωB97M-V/def2-TZVPD.

Positions of all 11 atoms, in Å:
C -1.1078 -1.0614 0.2925
O -0.2954 -0.5835 -0.7087
C 0.6834 0.1859 -0.4572
O 0.5693 0.5623 0.8752
O 0.5111 1.1811 -1.3564
Cl 2.5907 -0.3105 -0.2004
H -1.3438 -0.1694 0.8923
H -1.8703 -1.5884 -0.2787
H -0.6438 -1.6315 1.0360
H -0.0159 1.3227 0.9195
H 0.9224 2.0926 -1.0141

Properties
- Highest occupied orbital energy: -0.381 hartree
- SMILES string: COC(O)(O)Cl
- Kohn-Sham gap: 10.68 eV

Löwdin charges in e: -0.04 -0.03 -0.97 -0.10 0.04 0.49 0.10 0.12 0.08 0.11 0.20

2 | Here is a 2-piece molecular cluster, C2H5ClO3 overall from the OMol25 dataset. Energies are from ωB97M-V/def2-TZVPD.

Positions of all 11 atoms, in Å:
C 1.1995 0.3358 -0.0586
C -0.8121 -0.3232 -0.0340
O 1.1069 1.6440 -0.3059
O -0.9908 -1.3570 0.8879
O -1.1239 -0.6467 -1.3385
Cl -1.5975 1.1763 0.3502
H 1.5861 0.2014 0.9872
H 1.5696 -0.3011 -0.9865
H 0.5208 2.2700 0.1177
H -0.5843 -1.4305 1.7297
H -0.8743 -1.5690 -1.3493

Properties
- Highest occupied orbital energy: -0.307 hartree
- Kohn-Sham gap: 8.88 eV

Löwdin charges in e: -0.16 -0.87 -0.13 -0.02 -0.02 0.74 0.10 0.14 0.05 0.09 0.10

Which of them is most stable, and which least? Most stable: 1; least stable: 2.

1 | Here is a 2-piece molecular cluster, C2H5ClO3 overall from the OMol25 dataset. Energies are from ωB97M-V/def2-TZVPD.

Positions of all 11 atoms, in Å:
C 0.1993 1.0751 -0.2723
C -0.3826 -0.7050 0.8810
O 0.6548 -1.4710 1.2349
O -1.2588 -1.3854 0.0090
O -0.8424 0.0708 1.8278
Cl -1.9665 -0.6429 3.1931
H 0.2257 0.5053 -1.1586
H -0.5803 1.7798 -0.1135
H 1.1320 1.4035 0.2351
H 0.9543 -2.2787 0.6945
H -2.1962 -1.0401 -0.0372

Properties
- Highest occupied orbital energy (alpha / beta): -0.321 / -0.328 hartree
- Kohn-Sham gap (alpha / beta): 7.46 / 7.70 eV

Löwdin charges in e: 0.14 -0.70 0.08 0.02 -0.39 0.44 0.01 0.02 0.05 0.18 0.14

2 | Here is a 2-piece molecular cluster, C2H5ClO3 overall from the OMol25 dataset. Energies are from ωB97M-V/def2-TZVPD.

Positions of all 11 atoms, in Å:
C 1.1208 1.3604 0.2873
O 0.7090 0.4654 -0.7339
C 0.3634 -0.7332 -0.2484
O 0.4789 -1.1026 0.8793
O -0.0649 -1.5597 -1.2153
H 0.2757 1.8103 0.7090
H 1.8408 2.0627 -0.2592
H 1.3496 0.7242 1.1824
H 0.0708 -1.1832 -2.1773
Cl -2.6160 -0.7978 0.3828
H -3.5282 -1.0465 1.1931

Properties
- Highest occupied orbital energy: -0.405 hartree
- SMILES string: COC(=O)O.Cl
- Kohn-Sham gap: 11.58 eV

Löwdin charges in e: -0.04 -0.03 -0.74 0.09 0.07 0.07 0.13 0.11 0.19 0.42 -0.26

Which of them is most stable, and which least? Most stable: 2; least stable: 1.